Record 1
Below is C27H45NPbSSbTe as an isolated structure, with properties calculated with wB97M-V/def2-TZVPD.

The calculation puts the total energy at -2209.50408 hartree. The net charge is +1. The calculation puts the relative energy (zero: lowest compared OMol25 entry of this formula, charge and spin) at 2.349 eV. Its HOMO-LUMO gap is 0.260 hartree. Its molar mass is 872.29 g mol⁻¹.

Atoms and positions in Å:
Pb  -6.95  0.05  19.18
C  -10.13  2.51  15.29
N  -10.32  2.69  16.76
C  -9.49  3.86  17.30
C  -10.06  1.31  17.54
C  -9.98  1.48  19.01
C  -11.14  1.85  19.70
C  -11.25  2.17  20.98
C  -10.10  1.95  21.73
C  -8.91  1.49  21.20
C  -8.81  1.29  19.80
H  -10.68  3.23  14.72
H  -10.49  1.55  15.02
H  -9.01  2.37  15.07
H  -11.27  2.90  17.02
H  -8.43  3.58  17.11
H  -9.72  3.90  18.37
H  -9.59  4.87  16.80
H  -9.15  0.95  17.11
H  -10.87  0.73  17.12
H  -11.99  1.92  19.14
H  -12.15  2.57  21.40
H  -10.19  2.29  22.77
H  -8.07  1.26  21.86
C  -5.07  3.94  24.38
C  -5.53  3.06  23.15
C  -4.61  3.52  22.01
Sb  -5.48  0.87  23.38
C  -7.11  0.51  24.85
C  -8.06  -0.56  24.28
C  -7.84  1.76  25.46
C  -3.82  0.47  24.74
C  -2.54  0.84  24.02
C  -3.95  1.09  26.15
H  -5.36  4.95  24.29
H  -4.01  4.06  24.45
H  -5.34  3.64  25.40
H  -6.56  3.27  22.92
H  -3.57  3.28  22.09
H  -4.71  4.58  21.90
H  -4.87  2.96  21.06
H  -6.59  -0.02  25.63
H  -8.78  -0.11  23.63
H  -8.66  -1.03  25.13
H  -7.55  -1.43  23.83
H  -8.32  2.36  24.66
H  -7.14  2.39  26.07
H  -8.64  1.42  26.08
H  -3.83  -0.63  24.84
H  -2.52  1.90  23.81
H  -2.56  0.40  22.99
H  -1.55  0.66  24.51
H  -4.15  2.19  26.09
H  -2.91  1.22  26.51
H  -4.45  0.46  26.91
S  -6.63  1.17  16.74
C  0.57  2.86  16.89
C  -0.91  2.80  17.18
C  -1.38  2.04  18.23
C  -2.75  1.86  18.53
C  -3.19  0.94  19.62
C  -3.60  2.57  17.71
Te  -5.62  2.71  18.31
C  -3.22  3.26  16.55
C  -4.12  4.00  15.59
C  -1.84  3.39  16.40
H  1.16  2.16  17.51
H  0.96  3.83  17.14
H  0.84  2.56  15.92
H  -0.65  1.53  18.89
H  -2.31  0.48  20.16
H  -3.72  0.09  19.27
H  -3.77  1.49  20.36
H  -3.68  3.92  14.61
H  -3.98  5.17  15.94
H  -5.18  3.70  15.69
H  -1.54  3.94  15.50

Record 2
Below is C27H45SSn as an isolated structure, with properties calculated with wB97M-V/def2-TZVPD.

The calculation puts the total energy at -1668.20183 hartree. The net charge is -1. The calculation puts the relative energy (zero: lowest compared OMol25 entry of this formula, charge and spin) at 0.428 eV. Its HOMO-LUMO gap is 0.126 hartree. Its molar mass is 520.44 g mol⁻¹.

Atoms and positions in Å:
C  -0.31  -3.39  -0.18
C  -0.79  -3.69  1.18
C  -1.97  -4.33  1.57
C  -2.03  -5.03  2.83
C  -0.81  -5.23  3.67
C  -3.23  -5.57  3.28
C  -4.41  -5.47  2.53
C  -5.70  -6.01  3.07
C  -4.34  -4.86  1.27
C  -3.17  -4.32  0.77
C  -3.21  -3.73  -0.60
H  0.78  -3.23  -0.15
H  -0.52  -4.16  -0.93
H  -0.72  -2.44  -0.54
H  -0.04  -3.51  1.95
H  -1.08  -5.74  4.60
H  -0.07  -5.87  3.16
H  -0.32  -4.29  3.94
H  -3.25  -6.08  4.24
H  -6.51  -5.86  2.34
H  -5.63  -7.08  3.28
H  -5.99  -5.52  4.01
H  -5.25  -4.83  0.66
H  -4.23  -3.78  -0.99
H  -2.91  -2.67  -0.62
H  -2.58  -4.28  -1.31
C  1.62  6.84  2.30
C  2.49  5.91  1.45
C  1.67  4.85  0.71
C  2.53  3.92  -0.15
Sn  1.42  2.42  -1.24
C  0.06  3.49  -2.55
C  -0.83  2.55  -3.38
C  -2.31  2.62  -2.98
C  -3.17  1.60  -3.73
C  2.78  1.22  -2.45
C  4.26  1.63  -2.34
C  5.12  0.56  -1.67
C  6.58  0.99  -1.51
C  0.40  1.08  0.12
C  0.75  0.73  1.42
C  -0.05  -0.31  2.01
C  -1.05  -0.78  1.17
S  -1.06  0.17  -0.27
H  2.25  7.58  2.80
H  0.90  7.38  1.68
H  1.07  6.28  3.06
H  3.05  6.50  0.72
H  3.23  5.42  2.09
H  1.11  4.26  1.45
H  0.92  5.35  0.08
H  3.09  4.48  -0.91
H  3.26  3.37  0.47
H  -0.52  4.16  -1.91
H  0.72  4.08  -3.19
H  -0.74  2.82  -4.45
H  -0.48  1.50  -3.31
H  -2.40  2.45  -1.90
H  -2.67  3.63  -3.17
H  -4.22  1.77  -3.50
H  -3.04  1.70  -4.81
H  -2.91  0.58  -3.44
H  2.59  0.19  -2.12
H  2.40  1.35  -3.47
H  4.65  1.82  -3.35
H  4.36  2.58  -1.79
H  4.71  0.31  -0.68
H  5.08  -0.36  -2.27
H  7.17  0.16  -1.09
H  7.02  1.27  -2.47
H  6.67  1.84  -0.82
H  1.58  1.19  1.96
H  0.12  -0.72  3.00
H  -1.86  -1.47  1.40

Record 3
Below is C27H46AsN3O5SiW as an isolated structure, with properties calculated with wB97M-V/def2-TZVPD.

The calculation puts the total energy at -4188.92567 hartree. The net charge is +2. The calculation puts the relative energy (zero: lowest compared OMol25 entry of this formula, charge and spin) at 2.499 eV. Its HOMO-LUMO gap (spin up / spin down) is 0.237 / 0.246 hartree. Its molar mass is 779.53 g mol⁻¹.

Atoms and positions in Å:
W  1.00  -0.85  0.79
O  2.06  -1.62  3.40
C  2.57  -1.38  2.28
N  2.36  -2.22  1.17
C  1.94  -3.56  1.57
C  0.50  -3.53  2.03
C  -0.13  -4.58  2.66
C  -1.46  -4.46  3.04
C  -2.11  -3.24  2.79
C  -1.43  -2.24  2.15
N  -0.13  -2.36  1.74
C  3.31  -0.16  1.94
C  4.19  0.52  2.80
C  4.91  1.58  2.30
C  4.73  1.94  0.95
C  3.81  1.27  0.18
N  3.06  0.25  0.64
H  2.57  -3.92  2.40
H  2.07  -4.24  0.72
H  0.41  -5.49  2.85
H  -1.98  -5.27  3.52
H  -3.13  -3.09  3.10
H  -1.90  -1.28  1.93
H  4.32  0.15  3.80
H  5.63  2.09  2.91
H  5.31  2.74  0.52
H  3.64  1.55  -0.85
C  0.41  -2.03  -4.32
C  0.46  -1.58  -2.86
C  0.32  -2.79  -1.93
C  1.78  -0.85  -2.57
O  -0.64  -0.70  -2.65
Si  -1.01  0.29  -1.41
O  -0.56  -0.52  -0.05
O  -2.51  0.81  -1.39
C  -3.81  0.16  -1.45
C  -4.06  -0.28  -2.89
C  -3.81  -1.03  -0.50
C  -4.82  1.21  -1.00
O  0.08  1.49  -1.13
C  0.12  2.76  -1.86
C  1.57  3.25  -1.81
C  -0.81  3.74  -1.16
C  -0.31  2.57  -3.31
H  1.24  -2.69  -4.54
H  0.44  -1.18  -4.99
H  -0.52  -2.58  -4.51
H  1.16  -3.47  -2.07
H  -0.60  -3.32  -2.16
H  0.28  -2.47  -0.86
H  2.63  -1.48  -2.80
H  1.82  -0.54  -1.49
H  1.85  0.04  -3.19
H  -3.28  -0.96  -3.20
H  -4.06  0.58  -3.55
H  -5.02  -0.78  -2.96
H  -3.04  -1.74  -0.79
H  -4.77  -1.52  -0.52
H  -3.61  -0.69  0.51
H  -4.80  2.08  -1.66
H  -4.61  1.54  0.02
H  -5.83  0.79  -1.02
H  1.90  3.41  -0.79
H  1.64  4.19  -2.34
H  2.23  2.53  -2.29
H  -0.51  3.89  -0.12
H  -1.83  3.35  -1.17
H  -0.80  4.70  -1.67
H  0.29  1.81  -3.80
H  -0.19  3.51  -3.85
H  -1.35  2.27  -3.36
C  1.34  2.80  2.33
As  0.37  1.06  2.28
C  0.38  0.75  4.23
C  -1.48  1.78  2.13
H  0.85  3.45  3.07
H  1.29  3.29  1.35
H  2.38  2.66  2.61
H  -0.11  1.59  4.76
H  1.41  0.65  4.59
H  -0.14  -0.18  4.47
H  -1.50  2.83  2.43
H  -2.15  1.22  2.79
H  -1.83  1.69  1.10

Record 4
Below is C27H46AuNO3PSe2Si3 as an isolated structure, with properties calculated with wB97M-V/def2-TZVPD.

The calculation puts the total energy at -7485.24168 hartree. The net charge is +1. The calculation puts the relative energy (zero: lowest compared OMol25 entry of this formula, charge and spin) at 0.258 eV. Its HOMO-LUMO gap (spin up / spin down) is 0.292 / 0.216 hartree. Its molar mass is 902.79 g mol⁻¹. The spin multiplicity is 3.

Atoms and positions in Å:
Au  0.15  0.51  0.40
C  -1.16  2.74  2.66
O  -0.51  2.54  1.41
Si  0.56  3.60  0.67
C  -0.30  5.21  0.21
C  1.90  4.04  1.90
C  1.00  2.42  -0.74
Si  -0.06  2.56  -2.31
C  0.29  4.22  -3.16
C  0.20  1.20  -3.60
C  -1.89  2.48  -1.84
Si  2.85  2.01  -0.93
C  3.29  0.70  -2.20
C  3.60  3.66  -1.50
C  3.61  1.47  0.72
H  -1.72  3.68  2.66
H  -0.43  2.76  3.48
H  -1.85  1.91  2.83
H  -0.52  5.79  1.10
H  -1.23  5.07  -0.34
H  0.36  5.83  -0.41
H  1.55  4.82  2.58
H  2.81  4.42  1.42
H  2.19  3.18  2.50
H  1.32  4.29  -3.49
H  0.09  5.06  -2.49
H  -0.36  4.32  -4.03
H  1.08  1.38  -4.21
H  -0.67  1.18  -4.26
H  0.30  0.21  -3.15
H  -2.18  3.25  -1.13
H  -2.13  1.51  -1.39
H  -2.51  2.58  -2.74
H  2.99  0.96  -3.22
H  2.83  -0.26  -1.97
H  4.37  0.55  -2.21
H  3.26  3.93  -2.50
H  4.69  3.58  -1.53
H  3.33  4.47  -0.82
H  2.85  1.09  1.41
H  4.12  2.29  1.21
H  4.33  0.67  0.56
Se  0.71  -1.67  -0.91
P  -1.45  -2.01  -0.85
Se  -2.25  -0.62  0.62
C  -2.11  -1.73  -2.51
C  -1.47  -2.36  -3.58
C  -1.89  -2.10  -4.87
C  -2.93  -1.20  -5.10
C  -3.55  -0.57  -4.04
C  -3.15  -0.83  -2.74
C  -1.81  -3.72  -0.34
C  -0.96  -4.74  -0.75
C  -1.18  -6.03  -0.31
C  -2.24  -6.31  0.53
C  -3.10  -5.30  0.93
C  -2.89  -4.00  0.49
H  -0.65  -3.04  -3.40
H  -1.41  -2.60  -5.70
H  -3.24  -0.99  -6.11
H  -4.36  0.13  -4.21
H  -3.63  -0.35  -1.90
H  -0.11  -4.51  -1.39
H  -0.51  -6.83  -0.63
H  -2.40  -7.32  0.89
H  -3.94  -5.51  1.58
H  -3.57  -3.21  0.80
O  1.76  -0.14  4.81
C  0.99  -0.39  3.77
O  1.00  0.33  2.80
C  0.12  -1.64  3.94
N  0.25  -2.15  5.32
C  0.45  -3.61  5.28
C  1.26  -3.80  4.00
C  0.62  -2.79  3.04
H  -0.90  -1.36  3.68
H  -0.53  -1.90  5.92
H  1.58  -0.88  5.43
H  -0.49  -4.15  5.20
H  0.97  -3.93  6.18
H  1.19  -4.82  3.63
H  2.31  -3.56  4.17
H  -0.22  -3.24  2.52
H  1.33  -2.42  2.30

Record 5
Below is C27H46BrNOP2PtS as an isolated structure, with properties calculated with wB97M-V/def2-TZVPD.

The calculation puts the total energy at -4958.90773 hartree. The net charge is +4. The calculation puts the relative energy (zero: lowest compared OMol25 entry of this formula, charge and spin) at 1.612 eV. Its HOMO-LUMO gap (spin up / spin down) is 0.236 / 0.129 hartree. Its molar mass is 769.67 g mol⁻¹. The spin multiplicity is 5.

Atoms and positions in Å:
N  -2.91  -2.84  6.55
C  -3.66  -2.42  5.52
C  -3.35  -2.74  4.19
C  -2.22  -3.53  3.92
C  -1.46  -3.99  5.02
C  -1.84  -3.60  6.31
C  -1.82  -3.74  2.55
Pt  2.64  -1.41  -1.26
P  1.13  2.91  -3.27
C  -0.73  -4.46  2.20
C  -0.11  -4.34  0.91
C  1.22  -4.81  0.76
C  2.09  -4.15  -0.11
C  1.59  -3.00  -0.75
C  0.20  -2.82  -0.94
C  -0.68  -3.56  -0.15
Br  3.82  0.26  -2.58
H  -2.41  -3.25  1.77
H  -0.18  -5.10  2.89
H  -4.00  -2.39  3.38
H  -0.60  -4.63  4.88
H  -4.55  -1.82  5.75
H  -1.26  -3.93  7.18
H  1.58  -5.56  1.46
H  -1.77  -3.41  -0.23
H  3.13  -4.43  -0.24
H  -0.15  -2.08  -1.66
P  1.80  -0.03  0.40
C  0.16  1.72  -4.36
C  0.73  1.38  -5.76
H  -0.90  2.02  -4.41
H  0.23  0.80  -3.75
H  0.06  0.62  -6.20
H  0.75  2.26  -6.44
H  1.75  0.95  -5.67
C  2.46  3.72  -4.24
C  2.01  4.53  -5.44
H  3.18  2.95  -4.57
H  2.98  4.36  -3.51
H  2.89  4.69  -6.07
H  1.26  4.01  -6.03
H  1.63  5.52  -5.15
C  -0.01  4.07  -2.45
C  -0.81  4.92  -3.43
H  0.59  4.69  -1.76
H  -0.68  3.45  -1.82
H  -1.39  5.65  -2.86
H  -0.16  5.47  -4.12
H  -1.51  4.31  -4.00
C  0.58  1.31  0.25
C  1.04  2.61  0.91
H  -0.38  0.97  0.69
H  0.36  1.47  -0.82
H  1.51  2.45  1.89
H  1.76  3.12  0.27
H  0.20  3.30  1.09
C  3.40  0.69  0.92
C  4.62  -0.20  0.65
H  3.24  0.96  1.97
H  3.47  1.60  0.31
H  5.53  0.36  0.91
H  4.62  -1.16  1.19
H  4.68  -0.42  -0.44
C  1.20  -1.06  1.79
C  0.61  -0.29  2.97
H  2.05  -1.69  2.10
H  0.46  -1.75  1.35
H  0.68  -0.96  3.84
H  1.13  0.66  3.21
H  -0.46  -0.09  2.78
C  -4.59  -0.49  -0.19
S  -3.17  0.26  0.63
C  -3.99  0.86  2.13
O  -2.27  -0.86  1.06
H  -5.51  -0.02  0.17
H  -4.57  -1.57  0.01
H  -4.47  -0.29  -1.26
H  -3.89  0.11  2.91
H  -3.49  1.79  2.41
H  -5.04  1.07  1.90

Record 6
Below is C27H46BrNOP2SV as an isolated structure, with properties calculated with wB97M-V/def2-TZVPD.

The calculation puts the total energy at -5784.65159 hartree. The net charge is +2. The calculation puts the relative energy (zero: lowest compared OMol25 entry of this formula, charge and spin) at 0.000 eV. Its HOMO-LUMO gap (spin up / spin down) is 0.236 / 0.169 hartree. Its molar mass is 625.53 g mol⁻¹. The spin multiplicity is 4.

Atoms and positions in Å:
N  -6.79  5.01  -4.45
C  -6.44  5.36  -3.21
C  -5.38  4.77  -2.54
C  -4.64  3.74  -3.16
C  -5.02  3.38  -4.48
C  -6.11  4.04  -5.06
C  -3.54  3.11  -2.46
V  0.10  0.38  1.32
P  5.19  -0.62  0.12
C  -2.66  2.24  -3.05
C  -1.66  1.59  -2.26
C  -0.39  1.17  -2.74
C  0.67  0.85  -1.88
C  0.41  0.85  -0.52
C  -0.87  1.41  -0.03
C  -1.93  1.56  -0.90
Br  2.11  -1.04  1.96
H  -3.40  3.44  -1.43
H  -2.66  2.06  -4.12
H  -5.13  5.13  -1.53
H  -4.51  2.60  -5.04
H  -7.05  6.14  -2.73
H  -6.46  3.77  -6.06
H  -0.23  1.16  -3.83
H  -2.93  1.75  -0.49
H  1.68  0.67  -2.28
H  -0.97  1.85  1.02
P  -0.76  -1.79  0.70
C  4.23  0.82  0.71
C  5.10  2.08  0.66
H  3.90  0.61  1.75
H  3.33  0.91  0.08
H  4.56  2.92  1.10
H  6.04  1.93  1.21
H  5.34  2.34  -0.38
C  4.28  -1.25  -1.33
C  5.09  -2.31  -2.10
H  4.10  -0.37  -1.97
H  3.32  -1.65  -0.98
H  4.62  -2.48  -3.08
H  6.12  -1.97  -2.27
H  5.14  -3.27  -1.57
C  5.10  -2.06  1.25
C  5.68  -1.80  2.64
H  5.65  -2.87  0.75
H  4.04  -2.37  1.30
H  5.09  -2.34  3.39
H  6.71  -2.19  2.69
H  5.70  -0.74  2.91
C  -0.84  -3.19  1.88
C  -1.59  -4.41  1.36
H  -1.28  -2.81  2.82
H  0.20  -3.45  2.12
H  -2.66  -4.35  1.58
H  -1.47  -4.55  0.28
H  -1.21  -5.32  1.84
C  0.45  -2.38  -0.56
C  -0.06  -2.54  -1.98
H  0.90  -3.31  -0.17
H  1.25  -1.63  -0.55
H  -1.04  -3.02  -2.03
H  -0.10  -1.57  -2.49
H  0.65  -3.17  -2.54
C  -2.42  -1.69  -0.10
C  -3.52  -1.44  0.94
H  -2.60  -2.61  -0.67
H  -2.37  -0.85  -0.81
H  -4.45  -1.16  0.43
H  -3.73  -2.34  1.54
H  -3.26  -0.63  1.63
C  -0.92  -0.50  4.38
S  -0.84  1.26  3.94
C  -0.21  1.92  5.53
O  0.45  1.50  3.12
H  -0.97  -0.55  5.47
H  -0.04  -1.04  4.01
H  -1.85  -0.91  3.95
H  0.86  1.68  5.61
H  -0.34  3.01  5.47
H  -0.77  1.53  6.38